# 1
Computed, not measured: C27H19Br2CoN2O5 as an isolated structure in a non-equilibrium geometry, with ωB97M-V/def2-TZVPD.

Energy relative to the best compared isomer or geometry (same formula, charge and spin): 28.51 kcal per mole
M: 670.2 g mol⁻¹
LUMO (alpha / beta): -0.47 / -0.99 eV
Charge: 0

Positions of all 56 atoms, in Å:
Co: 0.811 0.174 -0.164
O: 2.533 -0.341 0.800
C: 3.432 0.774 0.751
C: 3.260 1.474 -0.565
C: 4.313 2.007 -1.283
C: 4.048 2.641 -2.487
C: 2.740 2.724 -2.932
C: 1.739 2.148 -2.174
N: 1.997 1.534 -1.014
H: 2.256 -0.442 1.770
H: 4.462 0.433 0.869
H: 3.205 1.461 1.573
H: 5.321 1.912 -0.905
H: 4.857 3.057 -3.072
H: 2.486 3.217 -3.859
H: 0.697 2.206 -2.467
Br: -3.962 -0.093 7.157
C: -2.619 0.078 5.830
C: -2.791 -0.552 4.609
C: -1.808 -0.418 3.639
C: -0.658 0.314 3.907
C: -0.498 0.929 5.141
C: -1.487 0.828 6.107
C: 0.430 0.375 2.878
O: 1.625 0.327 3.225
O: 0.059 0.446 1.668
H: -3.681 -1.135 4.419
H: -1.928 -0.878 2.666
H: 0.409 1.483 5.345
H: -1.380 1.318 7.064
O: -1.375 2.134 -2.523
C: -1.680 1.157 -1.873
N: -0.859 0.408 -1.055
C: -1.549 -0.678 -0.570
O: -0.988 -1.534 0.095
C: -2.967 -0.601 -1.018
C: -4.065 -1.393 -0.763
C: -5.267 -1.022 -1.362
C: -5.345 0.097 -2.186
C: -4.224 0.889 -2.434
C: -3.045 0.516 -1.828
H: -3.995 -2.265 -0.126
H: -6.156 -1.613 -1.184
H: -6.293 0.357 -2.638
H: -4.271 1.762 -3.071
Br: 3.182 -4.465 -4.127
C: 2.437 -3.136 -3.001
C: 2.459 -3.320 -1.628
C: 1.932 -2.338 -0.798
C: 1.398 -1.195 -1.361
C: 1.350 -1.022 -2.732
C: 1.880 -2.003 -3.566
H: 2.885 -4.219 -1.204
H: 1.945 -2.483 0.274
H: 0.894 -0.148 -3.173
H: 1.850 -1.886 -4.641

These are the natural (NBO) partial charges, in e, on atoms 1 to 8: Co 1.220; O -0.728; C -0.109; C 0.223; C -0.241; C -0.124; C -0.252; C 0.073

***

# 2
Computed, not measured: C27H19Cl4N6O7S2W as an isolated structure in a non-equilibrium geometry, with ωB97M-V/def2-TZVPD.

Energy relative to the best compared isomer or geometry (same formula, charge and spin): 16.73 kcal per mole
M: 929.3 g mol⁻¹
LUMO: -4.47 eV
Charge: +1

Positions of all 66 atoms, in Å:
W: 0.603 0.496 0.041
Cl: -5.315 -2.855 0.160
C: -4.101 -1.670 -0.071
C: -4.435 -0.413 -0.588
Cl: -6.060 -0.033 -0.978
C: -3.439 0.546 -0.785
Cl: -3.776 2.119 -1.401
C: -2.133 0.215 -0.494
O: -1.077 1.079 -0.638
C: -1.803 -1.007 0.067
O: -0.519 -1.149 0.416
C: -2.778 -1.966 0.271
Cl: -2.309 -3.469 0.950
O: 2.282 -4.362 -3.468
C: 1.199 -3.888 -4.088
O: 0.708 -4.443 -5.029
C: 0.554 -2.671 -3.515
C: -0.608 -2.139 -4.024
N: -0.902 -1.053 -3.278
N: 0.001 -0.834 -2.328
C: 0.882 -1.799 -2.458
C: 1.965 -1.766 -1.474
O: 2.832 -2.592 -1.362
O: 1.964 -0.662 -0.692
H: 2.509 -3.841 -2.674
H: -1.219 -2.475 -4.845
H: -1.689 -0.429 -3.373
S: 0.004 -0.164 7.731
N: -0.812 0.776 6.709
C: -0.344 0.504 5.501
C: -0.800 1.112 4.261
C: -1.807 2.073 4.193
C: -2.162 2.570 2.962
C: -1.519 2.092 1.825
N: -0.568 1.167 1.887
C: -0.192 0.696 3.084
C: 0.885 -0.275 3.080
N: 1.431 -0.564 1.883
C: 2.392 -1.480 1.827
C: 2.859 -2.140 2.960
C: 2.326 -1.838 4.186
C: 1.312 -0.882 4.252
C: 0.674 -0.473 5.494
N: 0.970 -0.935 6.699
H: -2.283 2.409 5.106
H: -2.932 3.320 2.852
H: -1.778 2.463 0.846
H: 2.826 -1.684 0.866
H: 3.643 -2.875 2.845
H: 2.665 -2.319 5.095
C: 1.951 1.111 -4.279
C: 2.289 1.379 -2.828
O: 1.112 1.744 -2.058
C: 0.944 3.177 -2.135
C: -0.383 3.658 -1.615
H: 2.862 0.835 -4.815
H: 1.534 1.991 -4.769
H: 1.240 0.292 -4.377
H: 3.011 2.192 -2.738
H: 2.737 0.515 -2.359
H: 1.039 3.437 -3.189
H: 1.774 3.638 -1.593
H: -1.218 3.195 -2.137
H: -0.423 4.735 -1.784
H: -0.494 3.488 -0.544
S: 1.897 2.124 0.736

These are the natural (NBO) partial charges, in e, on atoms 1 to 8: W 1.851; Cl 0.091; C -0.075; C -0.102; Cl 0.085; C -0.094; Cl 0.060; C 0.165

***

# 3
Computed, not measured: C27H19ClCrNO3 as an isolated structure in a non-equilibrium geometry, with ωB97M-V/def2-TZVPD.

Expectation value of S²: 3.84
M: 492.9 g mol⁻¹
LUMO (alpha / beta): -5.46 / -9.35 eV
Multiplicity: 4
Charge: +2

Positions of all 52 atoms, in Å:
O: -2.494 6.007 0.666
C: -1.918 5.408 -0.148
Cr: -0.715 4.529 -1.329
C: 0.246 4.138 0.248
O: 0.801 4.011 1.265
C: 0.241 6.173 -1.298
O: 0.795 7.176 -1.095
C: -1.728 4.560 -3.247
C: -2.400 3.694 -2.374
C: -1.693 2.688 -1.702
C: -0.320 2.455 -1.962
C: 0.413 1.465 -1.192
C: 0.931 0.729 -0.349
C: 1.622 -0.139 0.458
C: 1.145 -0.428 1.779
C: 1.947 -1.117 2.727
C: 1.412 -1.521 3.945
C: 0.075 -1.229 4.261
C: -0.720 -0.517 3.354
C: -0.189 -0.098 2.136
C: 0.352 3.402 -2.769
C: -0.350 4.405 -3.449
H: -2.270 5.370 -3.740
H: -3.465 3.822 -2.179
H: -2.192 2.063 -0.956
H: 2.659 -0.406 0.223
H: 2.991 -1.325 2.473
H: 2.040 -2.058 4.658
H: -0.346 -1.562 5.210
H: -1.756 -0.273 3.594
H: -0.789 0.471 1.423
H: 1.441 3.335 -2.850
H: 0.191 5.092 -4.100
C: 3.388 -3.807 0.492
C: 1.963 -3.639 0.155
C: 1.289 -2.621 -0.524
C: -0.093 -3.002 -0.594
C: -0.221 -4.226 0.125
N: 1.052 -4.573 0.558
C: -1.416 -4.923 0.225
C: -2.551 -4.372 -0.388
C: -2.450 -3.148 -1.089
Cl: -3.849 -2.509 -1.852
C: -1.236 -2.450 -1.187
H: 3.968 -3.005 0.026
H: 3.541 -3.768 1.582
H: 3.764 -4.777 0.133
H: 1.736 -1.828 -1.112
H: 1.283 -5.419 1.071
H: -1.449 -5.873 0.760
H: -3.511 -4.877 -0.340
H: -1.164 -1.506 -1.721

These are the natural (NBO) partial charges, in e, on atoms 1 to 8: O -0.384; C 0.751; Cr -0.683; C 0.750; O -0.390; C 0.753; O -0.381; C -0.235

***

# 4
Computed, not measured: C27H19CrN6O2 as an isolated structure, with ωB97M-V/def2-TZVPD.

Expectation value of S²: 3.78
Energy relative to the best compared isomer or geometry (same formula, charge and spin): 0.00 kcal per mole
M: 511.5 g mol⁻¹
LUMO (alpha / beta): -6.53 / -6.86 eV
Multiplicity: 4
Charge: +2

Positions of all 55 atoms, in Å:
Cr: -0.547 -0.064 -0.240
O: -1.365 0.059 3.295
C: -1.073 -0.493 2.070
N: -2.025 -0.329 1.022
C: -2.930 0.732 1.103
O: -3.709 0.938 1.993
C: -2.822 1.672 -0.072
C: -3.767 2.646 -0.324
C: -3.544 3.523 -1.375
C: -2.383 3.405 -2.128
C: -1.481 2.404 -1.815
N: -1.701 1.554 -0.806
C: -0.444 -1.837 1.917
C: -0.240 -2.822 2.850
C: 0.385 -3.985 2.408
C: 0.790 -4.096 1.086
C: 0.564 -3.036 0.221
N: -0.050 -1.931 0.640
H: -4.645 2.704 0.304
H: -4.263 4.298 -1.604
H: -2.174 4.079 -2.946
H: -0.562 2.275 -2.372
H: -0.565 -2.694 3.873
H: 0.556 -4.804 3.094
H: 1.276 -4.990 0.725
H: 0.868 -3.066 -0.817
C: 0.187 1.662 4.121
C: 1.484 1.382 4.164
C: 2.147 0.873 2.976
C: 1.482 0.556 1.854
N: 0.042 0.657 1.768
C: -0.655 1.274 2.962
C: 2.206 0.339 0.581
C: 3.599 0.307 0.436
C: 4.137 0.078 -0.812
C: 3.315 -0.165 -1.915
C: 1.953 -0.129 -1.714
N: 1.451 0.168 -0.503
C: 0.918 -0.496 -2.710
C: 1.180 -0.725 -4.049
C: 0.140 -1.119 -4.880
C: -1.133 -1.280 -4.357
C: -1.331 -1.027 -3.012
N: -0.332 -0.645 -2.211
H: -0.329 2.128 4.950
H: 2.080 1.608 5.036
H: 3.226 0.862 2.979
H: -1.360 2.052 2.662
H: 4.249 0.458 1.283
H: 5.212 0.059 -0.934
H: 3.746 -0.401 -2.876
H: 2.175 -0.595 -4.448
H: 0.328 -1.301 -5.930
H: -1.963 -1.592 -4.974
H: -2.305 -1.129 -2.550

These are the natural (NBO) partial charges, in e, on atoms 1 to 8: Cr 1.257; O -0.474; C 0.584; N -0.679; C 0.635; O -0.484; C 0.117; C -0.177